*a*
Molecular formula: C10H10O3
Method: DFT, ωB97M-V/def2-TZVPD

Values from the calculation:
Gap between HOMO and LUMO   8.4 eV
HOMO level   -8.5 eV
2S+1   1
Total charge   0

Last column: Mulliken charge in e.
Element x y z (Å)
O (-0.94826, 1.83396, -0.62763)  -0.529
O (4.27904, -0.88381, 0.25060)  -0.576
O (3.44294, 1.08680, -0.38395)  -0.579
C (-0.26586, -0.52998, -0.30811)  0.953
C (2.12513, -0.90127, -0.26552)  -0.553
C (-0.83222, 2.63731, 0.42797)  -0.723
C (-2.58326, 0.18549, -0.19444)  -0.386
C (1.02218, -0.10678, -0.60256)  -0.112
C (-1.89075, -2.24003, -0.07837)  -0.831
C (3.34426, -0.09633, -0.23044)  0.611
C (-0.60798, -1.73347, -0.10550)  -0.291
C (-2.82688, -1.09322, 0.11378)  -0.581
C (-1.22383, 0.46092, -0.38066)  0.497
H (1.09307, 1.14193, -0.69291)  0.273
H (0.21850, -2.46321, -0.15167)  0.085
H (2.20253, -2.05835, -0.10761)  0.164
H (-3.73986, -1.31984, 0.48689)  0.495
H (-1.70571, 2.55626, 0.99333)  0.360
H (0.10874, 2.42019, 1.02962)  0.260
H (-0.89334, 3.74069, 0.17409)  0.246
H (-2.30257, -3.29768, -0.17531)  0.334
H (5.20470, -0.40193, 0.97034)  0.417
H (-3.22057, 1.06234, -0.14193)  0.468

*b*
Molecular formula: C10H10O3
Method: DFT, ωB97M-V/def2-TZVPD

Values from the calculation:
SMILES   C/C=C1/OC[C@]2(C=CC=CC2=O)O1
Gap between HOMO and LUMO (alpha / beta)   7.0 / 7.0 eV
HOMO level (alpha / beta)   -7.7 / -7.7 eV
2S+1   1
Total charge   0

Last column: Mulliken charge in e.
Element x y z (Å)
O (1.48397, -1.94956, 0.61581)  -0.346
O (0.76658, -0.53629, -0.91276)  -0.440
O (0.39687, 0.23331, 1.72477)  -0.566
C (-1.62407, -1.08564, -0.93298)  -1.269
C (-0.60147, 0.10275, 0.99518)  0.409
C (1.72904, -0.79296, -0.02260)  0.748
C (0.19368, -2.23356, 0.49145)  -0.564
C (-2.89463, 0.41993, 0.46985)  -0.410
C (-0.43233, -0.91787, -0.16960)  1.776
C (2.47193, 1.41716, -0.70073)  -1.111
C (-1.84787, 0.84476, 1.17999)  -0.910
C (2.59884, 0.25052, 0.27936)  -0.573
C (-2.77169, -0.47701, -0.66334)  -0.230
H (3.50848, 0.05115, 0.84496)  0.407
H (-3.55350, -0.73781, -1.42018)  0.335
H (-0.27412, -2.38996, 1.50540)  0.251
H (-1.60846, -1.62328, -1.88078)  0.371
H (1.46194, 1.81506, -0.71178)  0.252
H (-1.79591, 1.40598, 2.06710)  0.486
H (2.92044, 1.19906, -1.67468)  0.260
H (-3.83233, 0.83719, 0.79690)  0.378
H (3.08084, 2.19773, -0.39896)  0.433
H (0.02319, -3.24155, -0.05831)  0.313

What should be chosen as the most stable of them? Choose *b*.

*a*
Molecular formula: C4H3Cl2N
Method: DFT, ωB97M-V/def2-TZVPD

Values from the calculation:
SMILES   C/C(Cl)=C(\Cl)C#N
Gap between HOMO and LUMO   10.3 eV
HOMO level   -10.0 eV
2S+1   1
Total charge   0

Last column: Mulliken charge in e.
Element x y z (Å)
Cl (2.28584, 2.06773, 0.07823)  -0.177
Cl (1.74702, -2.20252, -0.05943)  -0.164
N (5.04321, -0.30481, -0.00481)  -0.343
C (1.47442, -0.50248, -0.03325)  0.591
C (0.01477, -0.02320, 0.03255)  -1.097
C (2.47495, 0.34741, -0.00437)  0.253
C (3.93575, -0.01418, -0.03318)  -0.037
H (0.04683, 0.98075, 0.46292)  0.327
H (-0.37254, 0.35286, -0.94356)  0.303
H (-0.56702, -0.81535, 0.50894)  0.343

*b*
Molecular formula: C4H3Cl2N
Method: DFT, ωB97M-V/def2-TZVPD

Values from the calculation:
Gap between HOMO and LUMO   7.1 eV
HOMO level   -7.8 eV
2S+1   1
Total charge   0

Last column: Mulliken charge in e.
Element x y z (Å)
Cl (1.24161, 0.42534, 4.16619)  -0.097
Cl (-1.00129, 0.93695, 1.95289)  -0.364
N (0.56326, 0.01706, 0.14950)  -0.143
C (-0.64765, -0.31230, -2.14439)  -0.935
C (0.03430, 0.07461, -0.90372)  0.691
C (1.66289, -0.01838, 2.57156)  -0.430
C (0.79394, 0.22723, 1.57875)  0.379
H (-1.41376, -0.83544, -1.73651)  0.278
H (-1.19391, 0.43129, -2.76879)  0.318
H (-0.03939, -0.94637, -2.86548)  0.302

What should be chosen as the most stable of them? Choose *a*.

*a*
Molecular formula: C3H5ClN2
Method: DFT, ωB97M-V/def2-TZVPD

Values from the calculation:
SMILES   [H]/N=C\N/C=C/Cl
Gap between HOMO and LUMO   9.0 eV
HOMO level   -8.7 eV
2S+1   1
Total charge   0

Last column: Mulliken charge in e.
Element x y z (Å)
Cl (2.47000, -0.24188, -0.00615)  -0.184
N (-1.32201, 0.94676, 0.16430)  -0.398
N (-2.44175, -1.25188, 0.12228)  -0.593
C (-0.00760, 0.94903, 0.14053)  -0.086
C (0.75714, -0.12832, -0.23810)  -0.364
C (-2.39294, -0.01744, -0.20272)  0.135
H (-1.70774, 1.80214, -0.64416)  0.281
H (0.39122, -1.14389, -0.48678)  0.329
H (-1.58758, -1.57711, 0.96887)  0.295
H (0.33170, 1.82182, 0.81141)  0.302
H (-3.21081, 0.52524, -0.74917)  0.281

*b*
Molecular formula: C3H5ClN2
Method: DFT, ωB97M-V/def2-TZVPD

Values from the calculation:
SMILES   [H]/N=C(N)/C=C\Cl
Gap between HOMO and LUMO   9.7 eV
HOMO level   -9.3 eV
2S+1   1
Total charge   0

Last column: Mulliken charge in e.
Element x y z (Å)
Cl (1.98422, -0.35556, -0.07777)  -0.221
N (-2.60018, 0.35234, -0.26133)  -0.651
N (-0.94525, -1.27980, 0.24344)  -0.422
C (-1.39919, 0.02986, 0.08443)  0.579
C (0.96276, 1.04598, -0.06174)  -0.092
C (-0.34675, 0.99135, 0.22968)  -0.402
H (1.39244, 2.11359, 0.02112)  0.311
H (0.06719, -1.35494, -0.00991)  0.156
H (-3.20554, -0.53099, -0.34441)  0.203
H (-1.61811, -2.05330, -0.14927)  0.257
H (-0.85074, 1.95933, 0.41551)  0.280

What should be chosen as the most stable of them? Choose *b*.

*a*
Molecular formula: C5H7O3S
Method: DFT, ωB97M-V/def2-TZVPD

Values from the calculation:
SMILES   CC/C([O-])=C(\S)C(=O)O
Gap between HOMO and LUMO   6.4 eV
HOMO level   -3.0 eV
2S+1   1
Total charge   -1

Last column: Mulliken charge in e.
Element x y z (Å)
S (1.84693, 1.58799, -0.46358)  -0.386
O (-0.81134, -0.87024, 1.30665)  -0.797
O (-0.69576, 1.50058, 2.50886)  -0.586
O (0.40610, 3.11822, 1.58986)  -0.729
C (-0.68525, -2.06919, -1.40908)  -1.218
C (0.13341, -0.85941, -0.98330)  -0.658
C (-0.07894, -0.36003, 0.45244)  0.802
C (0.12208, 1.95455, 1.51094)  0.368
C (0.51646, 1.02103, 0.56360)  -0.081
H (-0.56393, -2.33078, -2.44168)  0.424
H (1.69657, 2.79387, 0.09619)  0.160
H (-0.45066, -2.99131, -0.79805)  0.251
H (-0.69290, 0.54157, 2.28096)  0.415
H (-0.06003, -0.05824, -1.66298)  0.416
H (-1.84344, -1.92413, -1.44831)  0.243
H (1.16070, -1.05448, -1.10253)  0.375

*b*
Molecular formula: C5H7O3S
Method: DFT, ωB97M-V/def2-TZVPD

Values from the calculation:
Gap between HOMO and LUMO   7.8 eV
HOMO level   -4.6 eV
2S+1   1
Total charge   -1

Last column: Mulliken charge in e.
Element x y z (Å)
S (3.71667, -0.17079, 0.36146)  0.554
O (3.74543, 1.18731, -0.26586)  -0.673
O (1.89084, -0.45271, 0.27636)  -0.511
O (4.26824, -1.11697, -0.60990)  -0.573
C (-1.16352, 0.38451, 0.21434)  -0.063
C (0.01684, 1.10698, 0.43421)  -0.638
C (1.20494, 0.52137, -0.42778)  -0.321
C (-3.34605, -1.19188, 0.08388)  -1.427
C (-2.12126, -0.35160, 0.24390)  0.467
H (2.02927, 1.22263, -0.55117)  0.432
H (0.44057, 0.91305, 1.36371)  0.290
H (-3.20001, -2.00469, -0.49151)  0.333
H (-3.77205, -1.49180, 0.99469)  0.348
H (-4.22677, -0.71180, -0.26592)  0.333
H (-0.23922, 2.07429, 0.08846)  0.283
H (0.75608, 0.08210, -1.44889)  0.166

*c*
Molecular formula: C5H7O3S
Method: DFT, ωB97M-V/def2-TZVPD

Values from the calculation:
Gap between HOMO and LUMO (alpha / beta)   5.6 / 5.6 eV
HOMO level (alpha / beta)   -2.1 / -2.1 eV
2S+1   1
Total charge   -1

Last column: Mulliken charge in e.
Element x y z (Å)
S (2.67534, -2.96221, 1.01425)  -0.428
O (-1.14899, 1.02678, -2.69238)  -0.543
O (0.66012, 0.86581, 1.90136)  -0.262
O (1.26241, -0.88187, 0.54838)  0.179
C (-1.60527, -0.11556, -0.40554)  -0.606
C (0.91223, 0.54329, 0.57814)  -1.295
C (2.18896, -1.45075, 1.32497)  -0.065
C (-0.40175, 0.86324, -0.29803)  0.013
C (-0.70776, 0.27639, -1.60108)  0.025
H (-1.39315, -1.00705, 0.08480)  0.350
H (-2.63547, 0.40710, -0.56927)  0.196
H (-1.24117, 1.84182, -2.37323)  0.277
H (-0.57938, 1.91297, -0.18988)  0.365
H (2.32007, -1.06021, 2.40563)  0.215
H (-0.00652, 0.35261, 2.28141)  0.197
H (-0.29968, -0.61237, -2.00953)  0.380

What should be chosen as the most stable of them? Choose *a*.